A structure of composition C45H61As2CrNP, computed with ωB97M-V/def2-TZVPD.

The geometry in XYZ format:
```
111
Properties=species:S:1:pos:R:3
Cr 0.1411 -0.0370 0.5530
C 1.8525 0.0212 1.9156
C 0.7807 0.6453 2.6344
C 0.4307 1.8397 1.9054
C 1.2795 1.8633 0.7534
C 2.2129 0.8103 0.7857
C 3.5370 0.7933 0.0322
C 4.5778 1.2756 1.0606
C 3.5277 1.7799 -1.1381
C 3.9391 -0.5918 -0.4590
C -0.3095 3.1411 2.2458
C -0.6848 3.8808 0.9486
C -1.5795 3.0015 3.0862
C 0.7078 4.0204 2.9952
C 0.3160 0.0969 3.9911
C 0.9511 -1.2756 4.2522
C -1.2156 -0.0944 4.1092
C 0.8256 1.0447 5.0928
H 2.4019 -0.8451 2.2518
H 1.3186 2.6734 0.0447
H 4.2904 2.2377 1.4925
H 5.5478 1.3983 0.5723
H 4.6954 0.5542 1.8733
H 3.4228 2.8118 -0.7942
H 2.7269 1.5815 -1.8544
H 4.4748 1.7130 -1.6750
H 3.9920 -1.3193 0.3557
H 4.9258 -0.5453 -0.9265
H 3.2426 -0.9704 -1.2087
H -1.1857 3.2274 0.2323
H 0.1836 4.3224 0.4556
H -1.3567 4.7048 1.1909
H -2.3540 2.4509 2.5467
H -1.9689 3.9997 3.2980
H -1.4106 2.5154 4.0443
H 1.6156 4.1571 2.4018
H 0.9922 3.5994 3.9596
H 0.2673 5.0049 3.1709
H 0.7050 -1.9908 3.4609
H 0.5564 -1.6724 5.1891
H 2.0375 -1.2205 4.3549
H -1.4824 -1.1489 3.9725
H -1.7819 0.5110 3.4062
H -1.5619 0.1666 5.1109
H 1.8835 1.2797 4.9493
H 0.7179 0.5544 6.0631
H 0.2689 1.9795 5.1336
N -1.6241 -1.0937 1.0949
C -1.7538 -2.5145 0.7602
C -2.8833 -3.2061 1.1712
C -2.9957 -4.5583 0.8921
C -1.9722 -5.2199 0.2204
C -0.8481 -4.5221 -0.1861
C -0.7415 -3.1517 0.0588
P 0.6878 -2.1665 -0.4703
C 0.5819 -1.8855 -2.2781
C 0.7252 -0.4248 -2.6615
C 1.0822 -0.1223 -4.1071
C -0.0763 -1.9677 -5.4180
C 0.0842 -2.9677 -4.5486
C 0.3359 -2.9144 -3.1010
C 2.0835 -3.2657 -0.1108
C 2.9610 -3.7112 -1.0895
C 4.0028 -4.5675 -0.7479
C 4.1745 -4.9700 0.5680
C 3.3001 -4.5220 1.5534
C 2.2557 -3.6747 1.2147
H -1.7072 -0.9926 2.1030
H -2.4112 -0.5623 0.7159
H -3.6660 -2.6927 1.7191
H -3.8757 -5.1012 1.2137
H -2.0483 -6.2822 0.0254
H -0.0375 -5.0497 -0.6770
H 1.5397 -0.0309 -2.0539
H 1.3266 0.9329 -4.1950
H -0.3042 -2.2513 -6.4412
H -0.0265 -3.9738 -4.9383
H 0.2741 -3.8923 -2.6319
H 2.8479 -3.3886 -2.1166
H 4.6806 -4.9193 -1.5155
H 4.9869 -5.6384 0.8280
H 3.4318 -4.8361 2.5822
H 1.5627 -3.3467 1.9819
C 0.0495 -0.4959 -5.1659
As -0.8627 0.3483 -1.7354
C -2.2675 -0.8663 -2.3249
C -1.5677 2.0135 -2.4271
C -0.9729 2.6405 -3.5156
C -1.5195 3.8047 -4.0382
C -2.6637 4.3408 -3.4725
C -3.2633 3.7079 -2.3905
C -2.7403 2.5340 -1.8546
As -3.6681 1.6482 -0.3624
C -4.3980 3.1881 0.5799
C -5.3394 1.1441 -1.2526
H -0.9300 -0.0774 -4.9166
H 2.0129 -0.6581 -4.3177
H 0.3295 -0.0160 -6.1042
H -2.0666 -1.1303 -3.3590
H -3.2156 -0.3430 -2.2709
H -2.3064 -1.7754 -1.7323
H -0.0693 2.2483 -3.9496
H -1.0468 4.2900 -4.8831
H -3.0980 5.2476 -3.8754
H -4.1643 4.1376 -1.9720
H -5.1268 3.7004 -0.0451
H -3.6084 3.8759 0.8651
H -4.9000 2.8301 1.4765
H -5.6421 1.9219 -1.9535
H -6.0982 1.0523 -0.4767
H -5.2645 0.1945 -1.7765
```

Its spin multiplicity is 4. The maximum force is 0.010 Eh/bohr. Its total charge is +2. The calculation puts the HOMO-LUMO gap (spin up / spin down) at 8.09 / 8.01 eV. The energy is -7662.9810 hartree.